Entry w
Below is a cluster of 5 separate species, C3H14O4 in total, with properties calculated with the ωB97M-V functional and the def2-TZVPD basis.

Structure (XYZ):
```
21
C3H14O4 the ωB97M-V functional and the def2-TZVPD basis
C -2.20575 -1.49891 1.98098
C -1.52228 -0.61184 2.70071
C -0.71105 0.44288 1.99432
H -2.96813 -2.13802 2.39881
H -1.96581 -1.52626 0.92652
H -1.45123 -0.76024 3.77129
H -1.34906 1.06489 1.38378
H -0.32321 1.17888 2.70855
H 0.14607 0.01475 1.47689
O 0.25363 1.78664 -1.31058
H 0.02033 1.74581 -2.25268
H -0.40624 2.39352 -0.95205
O 2.57678 0.63729 -0.58519
H 3.42351 1.02221 -0.83403
H 1.92791 1.35868 -0.61486
O 0.56314 0.08095 -3.59856
H 1.43503 -0.08127 -3.97861
H 0.50963 -0.54343 -2.85402
O 0.56060 -1.39128 -1.12059
H 1.16898 -0.94483 -0.51833
H 0.31714 -2.23042 -0.72238
```

Output
- charge = 0
- LUMO (eV) = 0.635

Mulliken atomic charge list, values in e, 4 entries: -0.712 -0.038 -0.908 0.275

Entry x
Below is a cluster of 4 separate species, C3H14O4 in total, with properties calculated with the ωB97M-V functional and the def2-TZVPD basis.

Structure (XYZ):
```
21
C3H14O4 the ωB97M-V functional and the def2-TZVPD basis
C -1.01815 -1.02533 -0.25845
C -1.89052 -0.64960 0.91587
C -1.09069 -0.15270 2.09826
O -2.78434 0.38069 0.54787
H -1.56200 -0.74216 -1.16267
H -0.02867 -0.56009 -0.24060
H -0.83135 -2.08350 -0.27440
H -2.41681 -1.57240 1.16314
H -0.33892 -0.88726 2.39495
H -0.61990 0.77751 1.79556
H -1.79723 0.00831 2.91056
H -3.68562 0.06432 0.46964
O 3.65508 -3.51271 0.74027
H 3.08844 -3.01964 0.13583
H 3.18575 -3.46649 1.57981
O 2.12438 5.30223 -0.83974
H 2.47220 6.07163 -0.37796
H 1.43510 4.96303 -0.26040
O 0.60078 -0.32994 -3.70938
H 0.84323 0.05250 -4.56057
H 0.65924 0.38160 -3.06759
```

Output
- charge = 0
- LUMO (eV) = 0.484

Mulliken atomic charge list, values in e, 4 entries: -1.114 0.460 -1.321 -0.569

Entry y
Below is a cluster of 5 separate species, C3H14O4 in total, with properties calculated with the ωB97M-V functional and the def2-TZVPD basis.

Structure (XYZ):
```
21
C3H14O4 the ωB97M-V functional and the def2-TZVPD basis
C 1.88623 -0.97832 0.67015
C 2.06647 0.37403 0.50596
C 1.60002 1.04402 -0.75032
H 2.72669 -1.55458 1.09642
H 1.33121 -1.50918 -0.11482
H 2.80480 0.94920 1.06643
H 0.61584 1.54421 -0.71518
H 1.62173 0.37999 -1.59186
H 2.34550 1.82653 -0.97609
O -0.81649 -0.78870 -1.95225
H -1.07006 -1.06784 -1.09437
H -1.57891 -1.32253 -2.48460
O -2.45563 0.96056 -0.64904
H -2.95862 1.25571 -1.38301
H -1.81346 0.34115 -1.04781
O -1.66639 -1.34152 0.51271
H -1.16967 -0.68450 0.93028
H -2.65394 -1.16073 0.67492
O -0.50959 0.26499 2.32408
H -0.49677 0.82832 3.15763
H 0.19105 0.63917 1.82078
```

Output
- charge = 0
- LUMO (eV) = 0.634

Mulliken atomic charge list, values in e, 4 entries: -0.492 -0.385 -0.838 0.301

Quick one: most stable of them? entry x